ORCA calculation (wB97M-V/def2-TZVPD) on a 9-piece molecular cluster, C48H51F6N3 overall.

Geometry (Å):
H1 24.976 -23.456 -17.495
H2 24.643 -23.164 -13.276
C1 30.529 -26.768 -20.716
H3 20.434 -19.746 -16.957
C2 29.407 -24.718 -14.357
C3 23.049 -19.786 -8.836
H4 21.725 -18.848 -20.958
C4 24.584 -28.349 -12.915
C5 21.703 -19.398 -20.029
H5 19.730 -20.002 -9.373
H6 22.813 -21.443 -11.931
C6 29.173 -26.815 -20.354
C7 31.150 -26.926 -18.440
H7 24.498 -20.489 -10.200
C8 24.536 -24.380 -9.052
H8 24.291 -22.256 -15.501
C9 29.373 -23.362 -15.038
C10 28.160 -22.432 -14.758
H9 25.299 -29.363 -9.203
H10 24.717 -27.701 -19.398
C11 26.101 -30.646 -18.732
H11 28.040 -31.006 -17.841
C12 20.865 -19.156 -18.997
F1 22.068 -21.708 -16.680
H12 28.717 -25.427 -14.813
C13 25.067 -29.009 -10.197
H13 28.386 -21.367 -14.799
C14 25.413 -25.721 -7.232
C15 22.684 -20.432 -19.965
H14 27.647 -22.392 -13.797
C16 24.356 -24.914 -7.762
H15 28.134 -28.715 -16.714
H16 23.497 -24.651 -7.163
C17 23.796 -27.193 -19.114
H17 24.578 -28.136 -13.973
H18 27.509 -25.717 -9.805
C18 22.543 -20.888 -11.045
C19 21.704 -19.687 -8.624
H19 26.500 -26.618 -14.929
H20 23.431 -21.971 -18.779
H21 23.741 -26.265 -19.684
F2 20.333 -21.219 -11.545
C20 21.243 -20.668 -10.779
H22 21.713 -27.559 -19.085
F3 27.499 -26.730 -7.519
C21 25.493 -24.960 -14.005
H23 23.936 -27.057 -18.042
C22 25.152 -23.896 -16.524
H24 32.492 -26.890 -20.170
C23 23.527 -28.201 -11.977
C24 31.496 -26.822 -19.757
C25 24.810 -23.200 -15.422
C26 26.014 -29.186 -11.167
C27 22.578 -28.082 -19.494
C28 25.786 -28.856 -12.481
N1 23.145 -29.292 -16.422
H25 31.871 -26.837 -17.640
F4 29.509 -26.728 -16.728
C29 21.947 -20.917 -17.747
C30 21.052 -19.940 -17.821
H26 25.581 -29.705 -18.910
C31 28.824 -26.778 -18.995
H27 29.536 -23.414 -16.114
N2 28.714 -24.509 -11.800
H28 22.525 -28.104 -20.582
H29 25.839 -24.099 -10.711
H30 22.908 -28.417 -9.989
H31 27.457 -22.452 -15.591
C32 25.721 -25.174 -16.370
H32 30.771 -26.808 -21.767
C33 27.182 -29.168 -16.990
C34 26.401 -31.437 -19.969
C35 22.954 -29.388 -17.493
H33 21.835 -30.126 -19.316
H34 30.399 -25.170 -14.331
C36 22.662 -29.515 -18.953
H35 20.212 -18.297 -19.004
F5 25.836 -25.945 -17.451
H36 26.775 -29.661 -16.107
H37 25.502 -31.122 -17.955
H38 28.344 -26.803 -21.047
H39 30.317 -22.900 -14.750
H40 21.245 -19.492 -7.667
H41 23.554 -30.040 -19.293
N3 26.599 -32.103 -20.877
C37 25.700 -24.647 -9.790
H42 23.809 -23.725 -9.507
C38 23.784 -28.469 -10.617
H43 27.030 -29.524 -11.024
F6 26.734 -29.034 -13.443
C39 26.578 -25.522 -9.293
H44 25.560 -25.457 -13.049
H45 23.653 -19.555 -7.972
H46 27.818 -26.767 -18.604
C40 20.782 -20.042 -9.616
C41 23.436 -20.353 -10.056
H47 28.015 -29.768 -18.891
C42 27.378 -30.183 -18.110
H48 25.565 -26.012 -6.203
H49 22.593 -27.871 -12.408
C43 26.499 -25.968 -8.026
C44 29.048 -24.651 -12.915
C45 29.805 -26.807 -18.077
H50 26.455 -28.433 -17.337
C46 24.933 -23.762 -14.127
C47 25.953 -25.707 -15.121
H51 23.450 -20.491 -20.724
C48 22.741 -21.143 -18.836

Results
Kohn-Sham gap (alpha / beta): 1.546 / 9.308 eV
total charge: -1
E_LUMO (alpha / beta): 2.18 / 2.15 eV
max |F|: 9.5 eV/A
calculated total energy: -2622.9408 hartree
2S+1: 2
<S²>: 0.75

Mulliken atomic charge list, values in e, 5 entries: atom 1 (H): 0.5198, atom 2 (H): 0.4060, atom 3 (C): -0.3786, atom 4 (H): 0.4314, atom 5 (C): 0.7272